Entry 1:
Density functional theory data (the ωB97M-V functional and the def2-TZVPD basis) for C35H27As2Cl5CuI2NO10 as an isolated structure at a distorted geometry.

Expectation value of S²: 0.7530
Gap between HOMO and LUMO (spin up / spin down): 0.2488 / 0.2487 Eh
LUMO level (spin up / spin down): 1.677 / 1.673 eV
Net charge: -1
Multiplicity: 2
HOMO (spin up / spin down): -5.1 / -5.1 eV
E_tot: -11165.42756 Ha

The geometry in XYZ format:
```
83
C35H27As2Cl5CuI2NO10 (the ωB97M-V functional and the def2-TZVPD basis)
Cu -14.336 9.937 14.981
I -18.885 9.462 17.417
C -17.950 11.163 16.856
C -18.378 12.465 17.148
C -17.781 13.582 16.635
I -18.526 15.344 17.317
C -16.599 13.425 15.904
C -15.776 14.509 15.582
C -14.583 14.312 14.980
C -14.195 13.016 14.727
N -14.915 11.965 15.065
C -16.090 12.117 15.663
C -16.716 10.907 16.230
O -16.183 9.732 15.958
H -19.303 12.492 17.689
H -16.039 15.490 15.989
H -13.957 15.214 14.830
H -13.310 12.765 14.195
Cl -13.746 4.920 20.126
C -13.676 6.277 19.111
C -13.657 6.157 17.707
Cl -13.514 4.623 16.989
C -13.497 7.284 16.896
Cl -13.588 7.003 15.209
C -13.443 8.582 17.404
O -13.314 9.656 16.643
C -13.657 8.632 18.844
Cl -13.768 10.243 19.550
C -13.752 7.534 19.696
Cl -13.962 7.786 21.384
C -13.852 8.956 10.305
C -13.276 10.130 10.848
C -13.487 10.460 12.203
C -14.213 9.574 13.023
C -14.763 8.420 12.418
C -14.583 8.100 11.085
H -13.796 8.737 9.262
H -12.720 10.804 10.155
H -13.141 11.417 12.509
H -15.331 7.811 13.051
H -14.886 7.178 10.563
C -9.813 12.114 10.324
O -10.381 11.751 11.572
C -9.999 10.587 12.069
O -9.468 9.727 11.443
C -10.363 10.428 13.467
C -9.915 11.243 14.401
As -8.075 11.643 14.040
C -7.337 12.446 15.699
C -7.676 9.668 14.529
C -8.535 8.673 14.448
As -10.613 8.710 14.253
C -10.974 7.473 12.784
C -8.042 7.220 14.604
O -7.682 6.558 13.653
O -8.132 6.687 15.809
C -8.579 7.415 16.966
C -6.255 9.478 14.985
O -5.919 9.622 16.168
O -5.331 9.196 14.068
C -5.583 9.029 12.673
C -10.502 11.168 15.787
O -10.081 10.622 16.768
O -11.599 12.024 15.823
C -12.013 12.222 17.206
H -10.182 13.106 10.182
H -10.178 11.486 9.560
H -8.755 12.144 10.347
H -7.533 13.492 15.794
H -6.242 12.312 15.594
H -7.794 11.928 16.476
H -10.194 7.502 12.043
H -11.917 7.821 12.386
H -11.207 6.469 13.187
H -8.653 8.464 16.707
H -7.828 7.302 17.739
H -9.512 6.951 17.271
H -6.597 8.777 12.407
H -4.982 8.196 12.455
H -5.279 9.915 12.102
H -12.700 13.043 17.095
H -11.137 12.522 17.810
H -12.533 11.394 17.585
```

=====

Entry 2:
Density functional theory data (the ωB97M-V functional and the def2-TZVPD basis) for C2HEuFO2 as an isolated structure at a distorted geometry.

Expectation value of S²: 15.7664
Gap between HOMO and LUMO (spin up / spin down): 0.1912 / 0.1957 Eh
LUMO level (spin up / spin down): -1.729 / -1.658 eV
Multiplicity: 8
HOMO (spin up / spin down): -6.9 / -7.0 eV
E_tot: -1037.37289 Ha

The geometry in XYZ format:
```
7
C2HEuFO2 (the ωB97M-V functional and the def2-TZVPD basis)
C 0.273 0.662 0.309
H -0.169 1.538 -0.196
F 0.391 1.062 1.654
O -0.531 -0.501 -1.316
C -0.640 -0.595 -0.028
O -1.132 -1.340 0.822
Eu 1.807 -0.827 -1.244
```

=====

Table of energy relative to the best compared isomer or geometry (same formula, charge and spin) (kcal/mol), in record order: 16.81; 46.31